Computed, not measured: an isolated molecule of C14H28N2O4, with the ωB97M-V functional and the def2-TZVPD basis.

energy above the lowest of the compared OMol25 structures with the same formula, charge and spin = 87.0 kJ/mol
SMILES = CC[C@@H](C)[C@H](NC(=O)NCCCOC(C)C)C(=O)OC

Structure (XYZ):
```
48
Properties=species:S:1:pos:R:3:mulliken_charge:R:1
O 2.276 -2.247 0.683 -0.6013
O 0.406 0.973 -1.697 -0.6990
O 4.071 -1.784 -0.578 -0.2783
O -4.434 -0.488 0.679 -0.4069
N -1.048 0.561 -0.003 -0.2260
N 1.197 0.196 0.290 -0.2310
C 2.920 -1.475 0.017 0.2325
C -2.230 0.899 -0.758 -0.8051
C 4.541 -3.113 -0.389 -0.7111
C -2.963 -0.334 -1.300 -0.4517
C -6.740 -0.663 1.270 -1.5043
C 4.304 3.375 0.325 -1.4153
C 2.522 -0.031 -0.233 -0.0351
C 0.190 0.579 -0.568 0.5202
C 3.203 2.375 -0.005 -0.4933
C -3.566 -1.187 -0.177 -0.7435
C -5.927 1.252 -0.140 -1.4313
C 3.565 0.936 0.376 -0.0226
C 3.644 0.749 1.890 -1.5613
C -5.747 -0.231 0.191 0.6781
H -5.261 1.558 -0.943 0.2928
H 4.455 1.341 2.305 0.4347
H 5.460 -3.194 -0.963 0.2385
H -2.903 1.469 -0.113 0.4033
H 3.825 -0.294 2.142 0.4307
H 4.031 4.362 -0.039 0.4097
H 4.532 0.682 -0.070 0.4667
H 0.959 -0.385 1.082 0.3386
H -6.953 1.440 -0.447 0.4597
H 3.800 -3.831 -0.747 0.3081
H -4.078 -2.056 -0.618 0.3416
H -2.265 -0.949 -1.869 0.3902
H -1.181 0.141 0.901 0.2548
H 2.283 2.657 0.510 0.2465
H 4.467 3.445 1.397 0.3226
H -2.769 -1.561 0.473 0.4070
H -6.565 -0.088 2.176 0.3497
H 2.713 1.061 2.357 0.3056
H -1.899 1.522 -1.591 0.3439
H 2.477 0.141 -1.317 0.7043
H 5.239 3.083 -0.148 0.3389
H 2.999 2.411 -1.076 0.4027
H -3.754 -0.004 -1.975 0.3132
H -5.707 1.849 0.741 0.3227
H 4.731 -3.302 0.669 0.3077
H -6.607 -1.717 1.501 0.3503
H -5.921 -0.829 -0.716 0.2975
H -7.760 -0.499 0.934 0.4044
```



Computed, not measured: a 2-piece molecular cluster, C14H28N5O6P overall in a non-equilibrium geometry, with the ωB97M-V functional and the def2-TZVPD basis.

energy above the lowest of the compared OMol25 structures with the same formula, charge and spin = 0.0 kJ/mol
SMILES = CNC(=O)[C@H](CC(C)C)NC(C)=O.O=P(O)(O)C[C@H](O)Cn1cncn1

Structure (XYZ):
```
54
Properties=species:S:1:pos:R:3:mulliken_charge:R:1
P -3.661 3.728 1.889 0.9771
O -1.059 5.611 -0.298 -0.6032
O 1.694 -5.301 2.688 -0.6323
O -4.284 4.166 3.262 -0.5374
O -2.608 2.572 2.093 -0.4460
O -0.161 -4.538 -0.295 -0.6907
O -4.781 3.098 1.177 -0.7448
N 1.881 -5.032 -0.929 -0.1273
N -0.816 3.919 -2.689 -0.8447
N -2.147 3.823 -2.452 0.6961
N 2.660 -3.582 1.599 -0.1390
N -1.754 2.300 -3.974 -0.5992
C -2.694 2.835 -3.250 0.1798
C -2.894 4.582 -1.435 -0.7049
C 2.661 -4.588 2.474 0.6287
C -2.095 4.655 -0.130 0.3514
C 3.956 -4.832 3.212 -1.1805
C -2.934 5.117 1.050 -0.7660
C 1.856 -1.860 0.077 -1.2670
C 0.681 -1.103 -0.573 0.8789
C -0.276 -0.530 0.474 -1.6369
C 1.032 -4.297 -0.197 0.1381
C 3.339 -4.966 -1.023 -0.6879
C 1.506 -3.192 0.781 0.2290
C 1.224 0.070 -1.395 -1.5823
C -0.614 2.995 -3.602 -0.3345
H -0.754 -1.342 1.022 0.4311
H -0.546 5.359 -1.097 0.4484
H 4.216 -3.948 3.790 0.3294
H -3.109 5.590 -1.802 0.1660
H -2.302 5.633 1.775 0.3485
H 3.676 -3.936 -1.140 0.2142
H -1.056 0.050 -0.020 0.4330
H 3.787 -5.402 -0.129 0.1943
H 0.365 2.792 -4.028 0.4445
H 0.395 0.596 -1.870 0.3551
H 3.504 -3.044 1.508 0.3232
H 0.134 -1.770 -1.239 0.2663
H 1.418 -5.746 -1.472 0.2805
H -3.851 4.084 -1.247 0.3558
H 0.675 -3.016 1.465 0.4137
H 2.600 -2.060 -0.693 0.1623
H 0.260 0.114 1.171 0.3147
H -5.042 3.567 3.302 0.3508
H -1.641 3.676 0.074 0.2339
H 1.890 -0.301 -2.175 0.4408
H 4.744 -5.058 2.496 0.3177
H -3.186 1.817 2.257 0.3275
H 1.768 0.763 -0.752 0.3271
H 3.672 -5.540 -1.890 0.3433
H -3.740 2.543 -3.263 0.3837
H 3.820 -5.679 3.883 0.3221
H -3.723 5.800 0.733 0.3163
H 2.315 -1.192 0.807 0.6012
```



Computed, not measured: C14H28N7O4Zr as an isolated structure in a non-equilibrium geometry, with the ωB97M-V functional and the def2-TZVPD basis.

total charge = +3

Structure (XYZ):
```
54
Properties=species:S:1:pos:R:3:mulliken_charge:R:1
Zr 0.412 -0.005 -0.350 0.2938
O -1.156 0.684 -1.317 -0.4925
O 0.760 -0.916 -2.226 -0.5688
O 0.220 -0.861 -4.354 -0.3221
O -0.538 2.643 -0.524 -0.6341
N 1.073 1.008 -3.346 -0.0600
N 1.385 1.652 1.055 -0.3960
N -0.907 -1.880 -0.305 -0.2663
N 1.472 1.600 -2.131 -0.3535
N 2.680 -0.492 -0.391 -0.5237
N -2.241 0.548 1.192 0.1804
N 0.814 -1.043 1.690 0.5026
C 0.667 -0.268 -3.314 0.8478
C 2.123 -1.774 1.610 -1.0482
C 0.848 -0.005 2.764 -0.6208
C -0.594 -2.848 0.778 -0.8862
C 0.109 -0.194 -5.642 -0.8691
C -3.504 2.517 0.598 -0.7919
C -4.218 1.137 2.410 -0.8793
C -4.416 2.254 1.615 -0.3860
C -0.268 -2.025 2.010 -0.4344
C -2.472 1.623 0.420 0.5968
C -1.370 1.741 -0.570 0.6158
C 2.637 -1.865 0.179 -0.2598
C -3.110 0.333 2.185 -0.0048
C 1.777 1.136 2.399 -0.9810
H 2.027 -2.774 2.030 0.4105
H 0.982 1.576 -4.176 0.2620
H -5.253 2.917 1.786 0.4918
H 1.703 1.911 3.163 0.5426
H -4.905 0.887 3.207 0.4609
H 2.389 2.018 -2.269 0.3265
H 2.154 2.212 0.696 0.2705
H -2.937 -0.527 2.822 0.4213
H 0.822 2.354 -1.901 0.4099
H 0.646 2.340 1.191 0.3723
H -1.838 -1.505 -0.130 0.3056
H -0.963 -2.351 -1.206 0.3427
H 3.620 -2.338 0.191 0.6545
H 1.153 -0.440 3.720 0.4052
H 0.025 -2.664 2.845 0.5354
H -1.150 -1.470 2.314 0.0957
H 2.867 -1.256 2.215 0.4178
H -3.599 3.385 -0.042 0.5405
H 3.416 0.024 0.084 0.2976
H -0.295 -0.940 -6.316 0.2609
H 0.244 -3.477 0.480 0.2814
H -0.163 0.390 2.884 0.3786
H 2.820 0.823 2.375 0.3406
H 2.983 -0.570 -1.358 0.3443
H -0.580 0.648 -5.575 0.4053
H -1.429 -3.517 0.986 0.5543
H 1.090 0.119 -5.997 0.3897
H 1.989 -2.476 -0.454 0.2232
```



Computed, not measured: a 3-piece molecular cluster, C14H28NO7P overall in a non-equilibrium geometry, with the ωB97M-V functional and the def2-TZVPD basis.

SMILES = C=CN(CCC)C(=O)OP(=O)(O)O.C1CCOC1.C1CCOC1

Structure (XYZ):
```
51
Properties=species:S:1:pos:R:3:mulliken_charge:R:1
P -4.633 1.308 2.407 0.9976
O -2.674 1.472 0.468 -0.5195
O -5.279 0.995 3.860 -0.5081
O 2.955 -0.738 0.847 -0.4047
O 0.876 -1.376 -3.820 -0.4421
O -5.474 0.822 1.339 -0.6191
O -3.195 0.481 2.420 -0.2575
O -4.431 2.905 2.379 -0.4665
N -0.975 0.604 1.690 0.6292
C -0.087 1.787 1.718 -0.6058
C -0.791 -0.287 2.816 -0.2437
C -0.181 -0.540 -3.326 -0.2217
C 2.591 -0.098 -0.384 -0.0728
C 3.116 -0.973 -1.506 -0.2706
C 3.045 -2.357 -0.882 -0.5135
C 0.299 2.315 3.114 -0.0997
C 0.355 -2.231 -4.846 -0.4883
C -2.308 0.923 1.435 0.2339
C 1.280 3.522 2.870 -1.2901
C 3.412 -2.067 0.565 -0.4302
C -0.211 -1.476 2.627 -0.7066
C -1.343 -0.686 -4.294 -0.5603
C -1.159 -2.112 -4.789 -0.5453
H -0.462 -2.096 1.760 0.2299
H 2.951 -2.767 1.264 0.2557
H 0.825 1.643 1.110 -0.0430
H -1.637 -2.310 -5.747 0.3488
H 0.877 1.604 3.724 0.3575
H -2.310 -0.504 -3.827 0.3301
H -0.452 -0.893 -2.325 0.1470
H 3.706 -3.085 -1.352 0.3988
H -1.099 -0.003 3.834 0.3571
H -1.227 0.013 -5.126 0.2856
H 2.540 -0.875 -2.425 0.1116
H 1.501 4.068 3.797 0.3752
H -0.554 2.748 3.671 0.2454
H -0.629 2.610 1.213 0.3899
H 0.174 0.489 -3.247 0.2524
H -1.562 -2.814 -4.054 0.2605
H -3.664 3.165 1.842 0.3848
H 0.562 -1.773 3.350 0.2099
H 4.157 -0.717 -1.725 0.2787
H 2.241 3.057 2.566 0.2977
H 3.005 0.912 -0.408 0.3347
H 4.497 -2.090 0.713 0.2718
H 0.746 -1.880 -5.807 0.2631
H 0.962 4.160 2.032 0.3437
H 2.022 -2.738 -0.941 0.1960
H 0.703 -3.252 -4.682 0.2790
H 1.496 -0.028 -0.416 -0.0709
H -4.558 1.161 4.498 0.3143
```



Computed, not measured: a 4-piece molecular cluster, C14H28O13S overall in a non-equilibrium geometry, with the ωB97M-V functional and the def2-TZVPD basis.

SMILES = O=S1(=O)OCCO1.CCOC(=O)OC.CCOC(=O)OC.CCOC(=O)OC

Structure (XYZ):
```
56
Properties=species:S:1:pos:R:3:mulliken_charge:R:1
S 0.396 1.852 -0.881 1.1199
O 1.759 -2.613 1.642 -0.3240
O 1.137 1.798 0.597 -0.5277
O 0.993 1.472 -7.667 -0.6073
O 3.583 -1.416 1.281 -0.6548
O -1.037 1.733 -0.061 -0.4283
O -1.678 -0.612 3.771 -0.1088
O -0.826 1.481 -6.229 -0.2793
O -1.234 1.644 -8.401 -0.2330
O 0.528 3.130 -1.576 -0.5487
O -2.590 -0.607 6.002 -0.6287
O 0.522 0.584 -1.651 -0.5034
O -1.484 1.108 4.971 -0.2577
O 2.057 -1.134 3.095 0.0583
C -0.937 1.004 1.141 0.0143
C 3.001 -0.440 4.003 -0.4973
C 1.864 -3.182 0.356 -0.8207
C 0.015 1.305 -5.063 -0.5970
C -1.980 -2.029 3.592 -0.3009
C 2.627 -1.697 2.006 0.7519
C 2.558 -0.771 5.453 -0.9111
C -1.070 1.590 -9.776 -0.3145
C -0.891 -2.884 4.218 -1.1149
C -0.254 1.554 -7.422 0.6745
C 0.532 0.802 1.442 0.1573
C -1.493 1.968 6.176 -0.7911
C -2.011 -0.098 4.987 0.6178
C -2.490 1.257 -10.332 -1.0080
H 1.084 -2.751 -0.272 0.2800
H 1.755 -4.265 0.297 0.2837
H 2.994 0.056 6.012 0.3967
H 4.062 -0.362 3.765 0.5123
H -2.510 1.876 6.556 0.3333
H 0.044 2.291 -4.601 0.2410
H -0.994 -3.916 3.882 0.4330
H -1.530 3.028 5.923 0.2910
H 2.607 0.572 3.905 0.2344
H 2.828 -3.037 -0.130 0.3643
H 0.811 0.968 2.482 0.0838
H 3.082 -1.696 5.694 0.2989
H -1.400 0.048 0.897 0.1787
H -0.604 2.515 -10.115 0.3312
H -0.359 0.579 -4.341 0.2329
H -2.339 0.677 -11.242 0.3347
H -3.023 2.192 -10.508 0.2712
H 1.472 -0.715 5.383 0.1113
H 0.161 -2.707 3.997 0.1152
H -3.030 0.615 -9.637 0.2984
H -2.944 -2.327 4.005 0.3193
H -1.434 1.381 2.034 0.2883
H -1.010 -2.944 5.300 0.3848
H 0.818 -0.098 0.898 0.0783
H 1.078 1.127 -5.229 0.3529
H -0.777 1.646 6.932 0.2985
H -0.387 0.811 -10.117 0.2914
H -2.052 -2.362 2.557 0.4236
```



Computed, not measured: C14H28O18S3 as an isolated structure in a non-equilibrium geometry, with the ωB97M-V functional and the def2-TZVPD basis.

Structure (XYZ):
```
63
Properties=species:S:1:pos:R:3:mulliken_charge:R:1
S -1.735 4.679 6.803 1.0847
S -1.964 1.230 1.437 1.1049
S -0.930 -4.884 1.013 1.1715
O -2.475 1.323 -0.070 -0.4084
O -0.145 -3.513 0.820 -0.1696
O -2.302 5.578 7.735 -0.5373
O -2.302 -4.601 0.829 -0.5498
O -2.985 0.698 2.246 -0.6312
O 2.961 1.694 0.199 -0.3692
O -1.276 5.514 5.532 -0.3586
O 0.070 -0.746 -3.770 -0.2852
O -1.578 -2.010 -3.223 -0.3277
O 1.566 1.539 -1.593 -0.5386
O -0.809 0.169 1.158 -0.2705
O 1.468 3.195 -0.058 -0.3440
O -0.300 -5.608 -0.247 -0.3554
O -1.362 2.456 1.808 -0.4342
O -2.863 3.829 6.071 -0.3382
O -0.498 -5.567 2.167 -0.5692
O 0.465 -2.949 -3.460 -0.6254
O -0.704 3.799 7.202 -0.5337
C -1.513 4.750 4.341 -0.2495
C 1.399 -0.517 -4.245 -0.0354
C -1.160 -0.595 -0.003 -0.1215
C -2.777 3.944 4.640 -0.0306
C 0.865 -4.909 -0.741 -0.2142
C -1.800 0.409 -0.927 0.0634
C 1.594 -0.894 -5.700 -1.3038
C 1.949 2.072 -0.580 0.8518
C 0.487 3.920 -0.772 -0.5846
C -0.270 -1.996 -3.494 0.7662
C -2.109 -3.233 -2.716 -0.4539
C 3.540 -0.564 0.823 -0.7249
C 3.718 0.541 -0.206 -0.1215
C 1.159 -3.838 0.309 0.1779
H 2.626 -1.131 0.648 -0.1002
H -3.677 4.436 4.278 0.2790
H -2.695 2.942 4.228 0.0827
H 1.488 0.565 -4.146 0.2697
H -2.486 -0.080 -1.616 0.3221
H -2.095 -4.002 -3.483 0.3414
H 0.632 -4.455 -1.702 0.0978
H -0.679 4.085 4.127 0.2943
H -1.041 0.918 -1.525 0.1503
H 2.655 -0.727 -5.912 0.3826
H 4.369 -1.270 0.795 0.3989
H -0.481 3.419 -0.769 0.1770
H 0.984 -0.317 -6.388 0.3221
H -1.540 -3.567 -1.845 0.0086
H 1.548 -2.930 -0.147 -0.1351
H 1.659 -5.642 -0.846 0.3489
H 0.740 4.148 -1.810 0.3111
H 0.397 4.877 -0.267 0.2484
H -1.811 -1.436 0.260 0.2466
H -3.108 -3.017 -2.351 0.2641
H 1.461 -1.965 -5.865 0.3629
H 3.410 0.233 -1.202 0.1697
H -0.280 -1.081 -0.420 -0.0596
H 3.467 -0.123 1.816 0.3314
H 1.847 -4.145 1.096 0.2740
H 4.757 0.864 -0.225 0.3178
H -1.680 5.465 3.543 0.2976
H 2.145 -0.978 -3.601 0.2615
```



Computed, not measured: an isolated molecule of C14H28O2S, with the ωB97M-V functional and the def2-TZVPD basis.

energy above the lowest of the compared OMol25 structures with the same formula, charge and spin = 4.7 kJ/mol
SMILES = CCSC(=O)CCCCCCCCCCCO

Structure (XYZ):
```
45
Properties=species:S:1:pos:R:3:mulliken_charge:R:1
S 4.241 -0.883 -0.222 -0.1062
O -4.699 -2.681 -1.150 -0.5023
O 1.687 -1.332 -0.488 -0.5571
C -4.635 -1.022 0.652 -0.4805
C 2.514 0.500 -1.825 -0.9389
C -2.521 1.302 0.364 -0.3116
C 3.928 -2.231 0.966 -0.4097
C 2.597 -0.634 -0.845 0.5984
C -0.370 2.516 1.016 -0.8058
C -1.869 2.632 0.738 -0.8294
C 3.428 -1.697 2.294 -1.0313
C -5.306 -2.256 0.047 -0.6876
C -4.722 0.180 -0.287 -0.5513
C -4.040 1.432 0.263 -0.7952
C 0.443 2.119 -0.215 -0.1839
C 2.806 1.846 -1.150 -0.9379
C 1.941 2.108 0.083 -0.4854
H 2.647 2.639 -1.883 0.4035
H 2.149 1.348 0.840 0.0727
H -6.343 -2.033 -0.218 0.3485
H -0.007 3.479 1.384 0.3805
H -3.588 -1.260 0.856 0.2443
H -2.032 3.354 -0.066 0.3469
H 0.135 1.126 -0.540 0.1249
H -2.359 3.023 1.634 0.3805
H 3.190 -2.883 0.499 0.2877
H -2.133 0.958 -0.595 0.2675
H 4.139 -0.989 2.716 0.2982
H -5.306 -3.074 0.784 0.3062
H -2.260 0.559 1.120 0.2362
H -4.452 1.666 1.248 0.3531
H -0.206 1.779 1.806 0.3393
H -5.777 0.401 -0.467 0.4056
H 3.295 -2.520 2.993 0.3556
H -5.120 -0.789 1.601 0.3006
H 3.251 0.334 -2.614 0.4054
H 4.877 -2.753 1.071 0.3940
H 2.470 -1.198 2.162 0.2552
H -4.274 2.270 -0.398 0.3659
H 1.516 0.499 -2.266 0.3771
H -4.276 -0.087 -1.247 0.2763
H 3.857 1.867 -0.853 0.4210
H 2.229 3.075 0.504 0.4833
H 0.239 2.824 -1.025 0.2656
H -3.759 -2.815 -0.984 0.3203
```



Computed, not measured: an isolated molecule of C14H28O3, with the ωB97M-V functional and the def2-TZVPD basis.

energy above the lowest of the compared OMol25 structures with the same formula, charge and spin = 5.3 kJ/mol
SMILES = COCCCCCCCCCCCCOC=O

Structure (XYZ):
```
45
Properties=species:S:1:pos:R:3:mulliken_charge:R:1
O -1.264 -2.539 0.671 -0.4098
O 3.697 -1.089 1.031 -0.3712
O -2.614 -2.664 -1.137 -0.3637
C 1.673 2.368 -0.321 -0.8246
C 0.602 2.231 0.775 -1.0043
C 1.636 1.403 -1.516 -0.8175
C -3.575 -0.155 0.812 -0.5455
C 1.674 -0.860 -0.284 0.6290
C -2.044 -3.127 -0.022 0.1339
C -1.733 1.544 1.459 -0.7916
C 2.346 0.066 -1.301 -0.7167
C 4.994 -1.392 0.570 -0.7695
C -2.630 -1.233 -1.350 0.1667
C -3.805 -0.559 -0.655 -0.9387
C -0.823 1.962 0.306 0.4870
C 2.633 -1.805 0.422 -0.9887
C -3.195 1.327 1.025 -0.8790
H 0.592 3.167 1.342 0.4951
H -1.345 0.596 1.847 0.2686
H 0.613 1.211 -1.851 0.3093
H -4.050 0.324 -1.251 0.4557
H -3.864 1.774 1.761 0.3845
H 5.471 -2.156 1.192 0.2848
H 2.373 -0.453 -2.265 0.3664
H 2.094 -2.340 1.208 0.4022
H 5.593 -0.482 0.621 0.2454
H 1.142 -0.292 0.480 -0.2593
H -4.480 -0.380 1.377 0.4333
H 4.985 -1.736 -0.468 0.3530
H -4.662 -1.230 -0.743 0.3349
H -2.721 -1.122 -2.428 0.3774
H -1.655 2.260 2.281 0.4145
H 0.886 1.461 1.497 0.4976
H 1.658 3.394 -0.698 0.4380
H 2.127 1.906 -2.352 0.4084
H -0.835 1.154 -0.430 -0.6674
H -2.403 -4.142 0.195 0.3814
H 3.386 0.256 -1.025 0.2462
H 0.919 -1.477 -0.780 0.1882
H 2.645 2.245 0.169 0.2539
H -1.240 2.857 -0.167 0.4934
H -2.794 -0.784 1.237 0.3019
H 3.022 -2.552 -0.279 0.4071
H -3.359 1.873 0.092 0.4554
H -1.670 -0.812 -1.049 -0.2656
```



What Kohn-Sham gap values result from the calculations? In sequence: 9.991 9.858 8.687 9.676 10.597 11.019 10.138 10.359 eV.
What total energy values result from the calculations? In sequence: -960.76721 -1616.95835 -1280.80905 -1473.05595 -1926.43089 -3099.09649 -1098.92054 -775.92474 a.u..